Record 1
Computed, not measured: 7 unconnected molecules or ions with the total composition C24H55F3NO9S9, with ωB97M-V/def2-TZVPD.

Results
Molar mass   847.3 g/mol
Net charge   +1
ΔE to the lowest compared entry with this formula, charge and spin   0.085 eV
Frontier orbital gap   6.63 eV
2S+1   1

The geometry in XYZ format:
```
101
C24H55F3NO9S9 (ωB97M-V/def2-TZVPD)
O 1.663 3.000 -2.199
C 2.418 3.727 -1.530
O 2.129 5.115 -1.400
C 3.702 3.072 -0.841
C 3.711 1.524 -1.244
S 5.250 0.605 -0.732
C 4.831 -1.020 0.083
C 3.343 -1.515 -0.195
C 2.250 -1.083 0.884
S 2.752 -1.283 2.649
C 2.705 0.363 3.499
S 2.322 1.785 2.653
N 2.961 0.467 4.923
C 3.541 1.783 5.315
C 4.203 1.773 6.793
O 3.538 0.720 7.536
C 4.021 -0.553 7.060
C 3.726 -0.691 5.462
C 6.164 1.562 0.606
F 5.443 1.647 1.804
F 6.632 2.799 0.152
F 7.326 0.799 0.903
H 2.720 5.613 -2.005
H 4.631 3.634 -1.207
H 3.581 3.130 0.300
H 3.696 1.489 -2.395
H 2.741 1.039 -0.906
H 5.142 -0.961 1.175
H 5.532 -1.797 -0.400
H 2.964 -1.147 -1.217
H 3.365 -2.658 -0.241
H 1.842 -0.037 0.630
H 1.351 -1.781 0.725
H 2.671 2.531 5.374
H 4.333 2.188 4.604
H 3.942 2.789 7.254
H 5.338 1.685 6.786
H 5.122 -0.688 7.316
H 3.426 -1.359 7.605
H 3.058 -1.626 5.375
H 4.689 -0.918 4.887
C 0.260 0.228 7.057
S -0.978 -1.070 6.861
O -0.426 -2.071 5.898
C -2.173 -0.058 5.964
H 1.125 -0.195 7.566
H 0.563 0.604 6.079
H -0.153 1.038 7.661
H -1.718 0.338 5.053
H -2.509 0.761 6.602
H -3.026 -0.683 5.700
C -2.984 -0.637 -0.610
S -1.577 -1.435 0.184
O -0.370 -0.590 -0.105
C -1.519 -2.859 -0.920
H -3.177 0.307 -0.101
H -2.758 -0.442 -1.660
H -3.863 -1.277 -0.528
H -1.387 -2.526 -1.952
H -2.439 -3.428 -0.825
H -0.675 -3.486 -0.631
C -4.126 -6.734 1.346
S -2.631 -5.751 1.574
O -2.778 -4.513 0.746
C -1.531 -6.870 0.682
H -4.962 -6.200 1.797
H -4.320 -6.878 0.281
H -4.006 -7.700 1.840
H -1.885 -7.005 -0.341
H -1.494 -7.832 1.197
H -0.532 -6.432 0.665
C -5.862 2.199 -2.445
S -6.852 0.725 -2.114
O -5.903 -0.411 -1.904
C -7.520 0.569 -3.783
H -5.319 2.460 -1.535
H -5.151 2.000 -3.248
H -6.520 3.025 -2.722
H -6.706 0.470 -4.503
H -8.125 1.446 -4.017
H -8.148 -0.323 -3.821
C -2.861 4.089 -5.152
S -4.207 3.478 -6.187
O -4.731 2.229 -5.551
C -3.166 2.984 -7.576
H -3.280 4.420 -4.201
H -2.137 3.293 -4.972
H -2.376 4.933 -5.645
H -2.423 2.256 -7.245
H -2.671 3.864 -7.991
H -3.801 2.533 -8.339
C -1.162 -0.054 -5.543
S 0.302 0.996 -5.417
O 0.045 2.221 -6.234
C 1.387 -0.080 -6.380
H -1.989 0.445 -5.037
H -1.420 -0.211 -6.592
H -0.966 -1.011 -5.056
H 0.970 -0.234 -7.377
H 1.500 -1.036 -5.867
H 2.362 0.402 -6.466
```

Record 2
Computed, not measured: 4 unconnected molecules or ions with the total composition C37H45FNO16P, with ωB97M-V/def2-TZVPD.

Results
Molar mass   809.7 g/mol
Net charge   0
Frontier orbital gap   7.04 eV
2S+1   1

The geometry in XYZ format:
```
101
C37H45FNO16P (ωB97M-V/def2-TZVPD)
C -1.343 -4.271 -4.027
C -0.921 -2.699 -3.923
C -0.202 -2.521 -2.500
F 0.397 -3.787 -2.076
C 0.971 -1.439 -2.463
C 2.142 -1.486 -3.293
P 2.413 -2.896 -4.567
O 3.495 -2.300 -5.756
O 3.341 -4.052 -3.660
C 3.265 -0.333 -3.104
O 3.897 0.182 -4.062
C 3.471 0.137 -1.571
C 4.844 0.497 -0.960
C 4.955 0.894 0.530
C 6.357 1.238 1.269
C 6.699 -0.112 2.129
C 7.862 -1.009 1.470
N 7.406 -2.395 1.078
C 7.250 -2.435 -0.406
C 6.822 -3.850 -1.000
C 5.603 -4.647 -0.449
C 5.138 -6.007 -1.015
C 5.914 -6.659 -2.184
C 7.134 -5.894 -2.796
C 7.585 -4.508 -2.207
O 8.694 -3.796 -2.784
C 3.651 0.951 1.405
C 2.236 0.598 0.843
C 0.931 0.629 1.752
C 0.592 -0.869 2.279
O 0.133 -1.720 1.485
O 0.816 -1.285 3.639
C 2.186 0.184 -0.663
C 0.802 -0.256 -1.371
O -0.303 0.275 -1.111
H -0.432 -4.925 -4.267
H -2.196 -4.430 -4.792
H -1.817 -4.538 -3.005
H -1.913 -2.122 -3.917
H -0.315 -2.341 -4.817
H -0.969 -2.256 -1.685
H 4.393 -2.416 -5.347
H 3.779 -3.615 -2.892
H 5.771 0.423 -1.625
H 6.167 2.052 2.049
H 7.184 1.520 0.539
H 5.755 -0.767 2.266
H 7.021 0.192 3.192
H 8.342 -0.435 0.610
H 8.673 -1.156 2.281
H 6.548 -2.657 1.579
H 8.255 -2.119 -0.880
H 6.407 -1.695 -0.677
H 5.021 -4.162 0.410
H 4.231 -6.574 -0.603
H 5.624 -7.674 -2.614
H 7.702 -6.346 -3.690
H 8.454 -3.498 -3.695
H 3.723 1.223 2.507
H 1.134 1.331 2.648
H -0.006 1.020 1.228
H 1.698 -1.728 3.617
C -2.792 -2.717 1.157
C -4.026 -1.871 1.378
C -3.859 -0.854 2.467
O -5.191 -0.687 2.941
C -5.827 -1.871 2.710
O -6.882 -2.176 3.191
O -5.107 -2.663 1.868
H -2.628 -3.402 1.993
H -2.915 -3.338 0.265
H -1.902 -2.098 1.024
H -4.342 -1.403 0.439
H -3.457 0.092 2.098
H -3.238 -1.203 3.299
C -7.615 1.258 2.872
C -7.940 2.733 2.784
C -7.200 3.438 1.687
O -7.107 4.768 2.183
C -7.105 4.668 3.542
O -6.802 5.560 4.285
O -7.487 3.425 3.946
H -6.599 1.099 3.237
H -8.282 0.766 3.586
H -7.727 0.765 1.903
H -9.022 2.882 2.696
H -7.738 3.415 0.737
H -6.185 3.058 1.529
C -7.108 8.227 1.650
C -6.084 8.386 0.548
C -6.458 9.430 -0.463
O -5.809 8.964 -1.640
C -5.734 7.608 -1.523
O -5.467 6.865 -2.425
O -6.008 7.207 -0.251
H -8.025 7.764 1.274
H -6.724 7.564 2.430
H -7.356 9.188 2.108
H -5.093 8.579 0.973
H -6.099 10.424 -0.190
H -7.534 9.481 -0.660
```

Record 3
Computed, not measured: 3 unconnected molecules or ions with the total composition C7H17NO, with ωB97M-V/def2-TZVPD.

Results
Molar mass   131.2 g/mol
Net charge   0
ΔE to the lowest compared entry with this formula, charge and spin   7.417 eV
Frontier orbital gap (spin up / spin down)   7.61 / 7.61 eV
2S+1   1

The geometry in XYZ format:
```
26
C7H17NO (ωB97M-V/def2-TZVPD)
C -0.129 -0.747 0.369
C 0.232 1.062 1.531
C 0.003 0.364 -0.452
C -1.656 -1.427 -2.636
C 0.997 -1.670 0.693
C -0.998 1.924 1.707
C 1.542 1.812 1.412
N -0.479 -1.182 -1.835
O 0.620 -1.962 -2.378
H 0.980 -1.437 -3.108
H -1.114 -0.976 0.752
H 0.298 0.326 2.331
H 0.962 0.621 -0.874
H -0.848 0.971 -0.713
H -1.920 -2.494 -2.682
H -2.488 -0.885 -2.173
H -1.562 -1.066 -3.677
H 0.862 -2.142 1.668
H 1.954 -1.145 0.682
H 1.046 -2.443 -0.077
H -1.057 2.704 0.945
H -1.916 1.334 1.657
H -0.985 2.422 2.684
H 1.776 2.324 2.354
H 1.503 2.570 0.626
H 2.377 1.143 1.195
```

Record 4
Computed, not measured: a molecular structure, C5H9BeO3, with ωB97M-V/def2-TZVPD.

Results
Molar mass   126.1 g/mol
Net charge   +1
ΔE to the lowest compared entry with this formula, charge and spin   3.884 eV
Frontier orbital gap   10.12 eV
2S+1   1

The geometry in XYZ format:
```
18
C5H9BeO3 (ωB97M-V/def2-TZVPD)
H 0.279 4.297 1.727
O -0.210 3.719 -1.248
C -0.634 3.915 -0.111
H -1.578 4.474 0.023
H -0.673 2.820 1.670
C 0.046 3.424 1.095
H 0.948 2.854 0.857
C -1.261 4.343 -3.400
O -1.969 4.407 -2.326
Be -0.701 4.068 -2.288
O -1.839 4.806 -4.474
C -3.267 5.293 -4.235
C -3.325 6.782 -3.973
H -3.861 4.717 -3.518
H -3.723 5.050 -5.202
H -2.942 7.032 -2.975
H -4.369 7.118 -4.037
H -2.742 7.337 -4.720
```

Record 5
Computed, not measured: 2 unconnected molecules or ions with the total composition C4H11NO, with ωB97M-V/def2-TZVPD.

Results
Molar mass   89.1 g/mol
Net charge   0
ΔE to the lowest compared entry with this formula, charge and spin   1.927 eV
Frontier orbital gap   10.23 eV
2S+1   1

The geometry in XYZ format:
```
17
C4H11NO (ωB97M-V/def2-TZVPD)
N 1.148 -0.429 1.301
C 0.557 0.974 1.292
C -0.855 0.871 0.882
C -0.903 -0.410 -0.009
C 0.451 -1.009 0.041
H 0.852 -0.926 2.078
H 0.773 1.587 2.164
H 1.123 1.522 0.469
H -1.440 0.689 1.675
H -1.163 1.806 0.376
H -1.599 -1.227 0.209
H -1.237 -0.126 -1.073
H 0.448 -2.148 -0.045
H 1.210 -0.808 -0.731
H -0.198 -0.827 -2.813
H 0.629 0.446 -2.530
O 0.203 0.015 -3.285
```

Record 6
Computed, not measured: a molecular structure, C52H76B4N4O36V, with ωB97M-V/def2-TZVPD.

Results
Molar mass   1427.4 g/mol
Net charge   -2
ΔE to the lowest compared entry with this formula, charge and spin   2.177 eV
Frontier orbital gap (spin up / spin down)   8.09 / 8.12 eV
2S+1   4

The geometry in XYZ format:
```
173
C52H76B4N4O36V (ωB97M-V/def2-TZVPD)
V -5.181 -19.537 4.639
O -7.199 -17.688 9.022
C -7.870 -17.788 8.024
O -9.133 -17.358 7.979
B -9.720 -17.709 6.635
O -8.583 -18.256 5.826
C -7.509 -18.413 6.636
O -6.392 -18.784 6.324
O -10.386 -16.640 5.944
C -11.442 -17.055 5.289
O -11.894 -16.374 4.359
C -11.771 -18.420 5.825
O -10.844 -18.706 6.701
O -12.830 -19.041 5.613
O -7.928 -24.935 -1.495
C -6.953 -24.601 -0.869
O -7.034 -24.019 0.192
B -5.689 -23.667 0.735
O -4.766 -23.953 -0.334
C -5.458 -24.663 -1.245
O -4.996 -25.257 -2.169
O -5.672 -22.272 1.185
C -5.287 -22.229 2.473
O -5.326 -21.304 3.256
C -4.958 -23.636 2.936
O -5.321 -24.454 1.960
O -4.458 -23.898 4.020
O -8.626 -22.193 -1.958
C -8.283 -21.142 -1.371
O -8.759 -20.663 -0.214
B -7.964 -19.458 0.215
O -7.160 -19.164 -0.962
C -7.179 -20.163 -1.918
O -6.637 -20.386 -3.035
O -7.079 -19.722 1.406
C -7.473 -18.943 2.287
O -6.832 -18.705 3.368
C -8.735 -18.053 1.760
O -8.949 -18.408 0.602
O -9.530 -17.450 2.415
O -4.715 -15.108 6.605
C -5.253 -14.996 5.508
O -6.086 -14.037 5.038
B -6.657 -14.595 3.798
O -5.961 -15.884 3.444
C -5.296 -16.183 4.441
O -4.652 -17.231 4.601
O -6.677 -13.596 2.728
C -7.845 -13.333 2.330
O -8.204 -12.715 1.341
C -8.747 -14.375 3.060
O -7.994 -15.051 3.975
O -9.947 -14.666 2.773
C -3.155 -25.511 7.166
C -1.893 -24.580 7.484
C -0.994 -25.287 8.495
C -0.042 -26.378 7.941
C 0.782 -25.742 6.726
C -0.051 -25.016 5.655
N -1.073 -24.130 6.274
O -1.864 -23.358 5.396
C 0.940 -24.168 4.795
C -0.713 -25.927 4.779
C -2.447 -23.244 8.082
H -3.889 -25.440 7.968
H -2.952 -26.582 7.183
H -3.686 -25.213 6.262
H -0.559 -24.548 9.168
H -1.645 -25.816 9.191
H -0.533 -27.277 7.568
H 0.483 -26.814 8.791
H 1.215 -26.598 6.209
H 1.623 -25.177 7.129
H 0.332 -23.618 4.077
H 1.406 -23.349 5.342
H 1.677 -24.800 4.300
H -1.533 -26.393 5.325
H -0.950 -25.522 3.795
H -0.220 -26.886 4.619
H -1.683 -22.749 8.681
H -3.193 -23.600 8.794
H -2.909 -22.459 7.484
H -2.238 -24.036 4.829
C -1.987 -19.045 -2.926
C -2.319 -19.963 -1.737
C -2.771 -21.322 -2.348
C -1.571 -22.350 -2.545
C -0.529 -22.431 -1.334
C -0.058 -21.013 -1.013
N -1.208 -20.068 -0.803
O -0.828 -18.898 -0.301
C 0.637 -21.209 0.334
C 0.903 -20.574 -2.177
C -3.484 -19.407 -0.837
H -1.510 -19.568 -3.755
H -1.296 -18.239 -2.680
H -2.923 -18.530 -3.146
H -3.609 -21.714 -1.771
H -3.029 -21.157 -3.395
H -1.041 -22.018 -3.437
H -1.923 -23.342 -2.829
H 0.240 -23.103 -1.715
H -0.931 -22.857 -0.415
H 0.386 -22.007 1.032
H 1.678 -21.493 0.178
H 0.677 -20.302 0.937
H 0.648 -19.612 -2.624
H 1.895 -20.412 -1.756
H 1.263 -21.278 -2.927
H -3.327 -19.744 0.188
H -4.474 -19.803 -1.063
H -3.520 -18.318 -0.870
H -0.326 -18.565 -1.049
C -5.794 -21.204 8.899
C -6.863 -22.096 8.158
C -8.191 -21.639 8.676
C -9.424 -22.433 8.153
C -9.571 -22.296 6.691
C -8.227 -22.486 5.906
N -7.054 -21.925 6.655
O -5.776 -21.847 5.930
C -8.113 -24.023 5.503
C -8.264 -21.569 4.624
C -6.380 -23.553 8.579
H -6.085 -20.154 8.917
H -4.871 -21.276 8.324
H -5.555 -21.654 9.863
H -8.266 -21.707 9.762
H -8.438 -20.616 8.391
H -10.244 -21.879 8.610
H -9.365 -23.487 8.425
H -9.995 -21.319 6.459
H -10.311 -22.976 6.269
H -8.372 -24.759 6.264
H -8.849 -24.246 4.731
H -7.122 -24.261 5.116
H -9.211 -21.127 4.314
H -7.518 -20.792 4.458
H -8.011 -22.142 3.732
H -5.393 -23.694 8.138
H -7.088 -24.320 8.264
H -6.335 -23.586 9.668
H -5.458 -22.737 5.766
C -2.699 -19.389 2.526
C -1.833 -19.116 3.812
C -1.321 -17.645 3.618
C -0.840 -16.973 5.021
C -1.726 -17.278 6.165
C -2.124 -18.750 6.366
N -2.663 -19.274 5.007
O -3.247 -20.538 5.130
C -1.057 -19.719 6.799
C -3.233 -18.756 7.409
C -0.542 -20.060 3.802
H -2.366 -18.817 1.660
H -3.658 -18.876 2.453
H -2.716 -20.438 2.229
H -0.479 -17.666 2.926
H -2.193 -17.098 3.258
H -0.477 -15.947 4.951
H 0.117 -17.438 5.256
H -2.622 -16.662 6.249
H -1.122 -16.970 7.019
H -0.734 -19.757 7.840
H -1.423 -20.713 6.540
H -0.158 -19.503 6.224
H -2.739 -18.898 8.370
H -3.789 -17.832 7.565
H -4.013 -19.486 7.188
H -0.351 -20.358 2.771
H -0.667 -20.945 4.425
H 0.307 -19.474 4.154
H -2.465 -21.072 5.285
```

Record 7
Computed, not measured: a molecular structure, C16H23Cl2N2O2P, with ωB97M-V/def2-TZVPD.

Results
Molar mass   377.3 g/mol
Net charge   0
ΔE to the lowest compared entry with this formula, charge and spin   0.795 eV
Frontier orbital gap   5.69 eV
2S+1   1

The geometry in XYZ format:
```
46
C16H23Cl2N2O2P (ωB97M-V/def2-TZVPD)
Cl 3.193 -0.538 0.093
C 1.521 -0.306 0.402
C 0.653 -1.318 0.436
C -0.720 -1.218 0.887
O -1.462 -2.182 1.136
C -1.205 0.267 1.088
Cl -2.890 0.447 0.426
C -0.320 1.292 0.725
C 1.099 1.076 0.823
O 1.903 1.911 1.325
H 0.997 -2.337 0.217
H -0.692 2.302 0.595
C 1.571 1.605 4.947
C 0.073 1.602 5.216
C -0.216 1.823 6.705
C -0.594 2.710 4.414
N -0.483 0.309 4.744
P -1.957 0.115 3.870
H -1.198 -0.044 2.362
N -1.975 -1.564 4.305
C -3.154 -2.468 4.172
C -2.687 -3.791 3.593
C -4.140 -1.795 3.228
C -3.841 -2.707 5.521
C -0.820 -1.932 4.910
C 0.028 -0.900 5.154
H 1.765 1.456 3.875
H 1.974 2.575 5.246
H 2.088 0.817 5.515
H -1.298 1.803 6.900
H 0.267 1.086 7.351
H 0.146 2.824 6.988
H -1.683 2.722 4.595
H -0.180 3.673 4.738
H -0.381 2.583 3.351
H -2.042 -4.330 4.294
H -3.549 -4.396 3.355
H -2.112 -3.596 2.661
H -4.527 -0.865 3.679
H -3.655 -1.586 2.270
H -4.983 -2.471 3.055
H -4.165 -1.756 5.969
H -4.743 -3.310 5.350
H -3.205 -3.230 6.238
H -0.595 -2.989 5.124
H 1.012 -0.965 5.591
```

Question: Among the records above, which one has the highest 2S+1?
Answer: C52H76B4N4O36V